1.
The following is a DFT calculation (ωB97M-V/def2-TZVPD) of C23H30ClN3O2S in the gas phase.

Its multiplicity is 1. The LUMO energy is 0.534 eV. The SMILES is CC(=O)Nc1sc2c(c1[C@H](c1cccc(Cl)c1)N1CCN(CCO)CC1)CCCC2. Its max |F| is 0.9 eV Å⁻¹. Its highest occupied orbital energy is -7.7 eV. The HOMO-LUMO gap is 8.2 eV.

The geometry in XYZ format:
```
60
Properties=species:S:1:pos:R:3:mulliken_charge:R:1
C -4.906 -1.041 -3.107 -1.33
C -4.339 0.149 -2.371 0.86
O -4.877 1.233 -2.298 -0.60
N -3.137 -0.095 -1.781 0.11
C -2.480 0.852 -1.006 0.35
C -1.289 0.696 -0.347 -0.88
C -0.961 1.858 0.412 -0.19
C -1.887 2.848 0.275 1.03
S -3.203 2.402 -0.766 -0.38
C -1.867 4.168 0.969 -0.81
C -0.504 4.416 1.615 -0.80
C -0.018 3.149 2.312 -1.15
C 0.250 2.061 1.275 0.08
H 0.539 1.123 1.749 0.32
H 1.089 2.374 0.647 0.12
H 0.896 3.355 2.873 0.39
H -0.780 2.810 3.017 0.36
H -0.579 5.240 2.326 0.40
H 0.218 4.699 0.846 0.33
H -2.110 4.966 0.264 0.44
H -2.646 4.173 1.740 0.31
C -0.561 -0.631 -0.378 -0.68
N 0.850 -0.496 -0.040 0.74
C 1.493 -1.765 0.243 -0.45
C 2.938 -1.518 0.665 -1.37
N 3.659 -0.865 -0.412 0.34
C 3.015 0.403 -0.708 -1.04
C 1.568 0.158 -1.118 -1.16
H 1.079 1.105 -1.348 0.59
H 1.559 -0.467 -2.031 0.43
H 3.541 0.893 -1.528 0.38
H 3.038 1.069 0.172 0.28
C 5.084 -0.729 -0.150 -0.63
H 5.318 0.148 0.475 0.32
C 5.839 -0.648 -1.481 -0.43
O 5.480 -1.715 -2.318 -0.57
H 4.526 -1.837 -2.199 0.36
H 5.632 0.311 -1.979 0.26
H 6.915 -0.718 -1.311 0.39
H 5.415 -1.627 0.377 0.40
H 3.417 -2.475 0.882 0.52
H 2.941 -0.905 1.582 0.23
H 0.963 -2.265 1.056 0.45
H 1.486 -2.428 -0.642 0.30
C -1.304 -1.561 0.557 -0.21
C -1.849 -2.743 0.074 -0.15
C -2.588 -3.561 0.913 -0.22
C -2.789 -3.225 2.240 -0.44
C -2.237 -2.049 2.721 -0.90
C -1.507 -1.220 1.890 0.09
H -1.095 -0.300 2.268 0.35
H -2.386 -1.778 3.755 0.44
H -3.367 -3.870 2.882 0.45
Cl -3.272 -5.020 0.280 -0.22
H -1.693 -3.043 -0.953 0.51
H -0.644 -1.050 -1.405 0.58
H -2.738 -1.021 -1.816 0.11
H -4.222 -1.356 -3.893 0.33
H -5.054 -1.869 -2.417 0.32
H -5.859 -0.767 -3.549 0.36
```

***

2.
The following is a DFT calculation (ωB97M-V/def2-TZVPD) of a 2-piece molecular cluster, C4H12OS overall.

Its multiplicity is 1. Its relative energy (zero: lowest compared OMol25 entry of this formula, charge and spin) is 150.0 kJ/mol. The LUMO energy is 0.839 eV. The SMILES is CCO.CCS. Its max |F| is 3.5 eV Å⁻¹. Its highest occupied orbital energy is -9.2 eV. The HOMO-LUMO gap is 10.0 eV.

The geometry in XYZ format:
```
18
Properties=species:S:1:pos:R:3:mulliken_charge:R:1
C 2.527 -0.824 0.529 -1.10
C 1.859 0.499 0.049 -0.15
S 2.920 1.603 -1.054 -0.18
H 2.700 -1.339 -0.404 0.36
H 3.399 -0.525 1.111 0.29
H 1.859 -1.419 1.109 0.34
H 1.421 1.077 0.920 0.28
H 0.878 0.168 -0.478 0.05
H 3.523 0.622 -1.636 0.09
C -2.355 -0.133 -0.758 -0.27
O -2.388 -1.624 -0.591 -0.48
C -2.278 0.678 0.652 -1.03
H -3.327 0.216 -1.221 0.27
H -1.505 0.153 -1.319 0.27
H -2.445 -1.696 0.342 0.30
H -2.982 0.209 1.275 0.42
H -2.597 1.702 0.507 0.34
H -1.210 0.632 0.966 0.20
```

***

3.
The following is a DFT calculation (ωB97M-V/def2-TZVPD) of C5H6O in the gas phase.

Its multiplicity is 1. Its relative energy (zero: lowest compared OMol25 entry of this formula, charge and spin) is 483.6 kJ/mol. The LUMO energy (spin up / spin down) is -1.208 / -0.236 eV. Its max |F| is 1.6 eV Å⁻¹. Its highest occupied orbital energy (spin up / spin down) is -9.0 / -9.7 eV. The HOMO-LUMO gap (spin up / spin down) is 7.8 / 9.5 eV.

The geometry in XYZ format:
```
12
Properties=species:S:1:pos:R:3:mulliken_charge:R:1
C 1.516 -0.187 -1.057 -0.80
C 0.111 0.084 -1.458 -0.02
C -0.650 0.534 -0.280 -0.29
C -0.433 -0.002 0.909 0.09
C -1.379 0.048 2.035 -0.22
O -1.198 -0.537 3.080 -0.49
H 1.841 0.031 -0.040 0.28
H 0.467 -0.654 1.007 0.30
H 2.282 -0.098 -1.820 0.30
H -0.456 -0.718 -1.953 0.27
H 0.203 0.885 -2.225 0.25
H -2.305 0.616 1.801 0.32
```

***

4.
The following is a DFT calculation (ωB97M-V/def2-TZVPD) of C10H12N2O2 in the gas phase.

Its multiplicity is 1. Its relative energy (zero: lowest compared OMol25 entry of this formula, charge and spin) is 490.1 kJ/mol. The LUMO energy (spin up / spin down) is -1.569 / -1.569 eV. Its max |F| is 4.8 eV Å⁻¹. Its highest occupied orbital energy (spin up / spin down) is -7.9 / -7.9 eV. The HOMO-LUMO gap (spin up / spin down) is 6.4 / 6.4 eV.

The geometry in XYZ format:
```
26
Properties=species:S:1:pos:R:3:mulliken_charge:R:1
C -3.006 0.273 0.548 -0.47
C -2.801 -1.054 0.681 -0.36
C 1.032 1.501 -0.173 -0.35
C 1.569 0.388 0.418 1.16
C -2.079 1.218 -0.073 0.74
C -1.527 -1.615 0.302 0.22
C 0.037 1.421 -1.182 -1.09
C 1.648 -0.845 -0.226 -0.32
C 1.874 0.440 1.903 -1.54
C 1.756 -1.262 -1.706 -1.18
N -0.938 0.540 -0.417 0.65
N -0.741 -0.750 -0.362 -0.57
O -2.395 2.372 -0.259 -0.65
O -1.222 -2.782 0.510 -0.68
H -3.974 0.694 0.762 0.39
H -3.566 -1.676 1.020 0.49
H 1.140 2.386 0.244 0.54
H -0.589 2.355 -1.417 0.41
H 0.573 0.941 -2.019 0.21
H 1.815 -1.731 0.423 0.24
H 2.851 0.952 2.084 0.33
H 1.845 -0.609 2.285 0.38
H 1.173 0.852 2.566 0.40
H 1.968 -2.280 -1.662 0.36
H 2.747 -0.857 -2.131 0.26
H 0.813 -0.871 -2.117 0.45
```

***

5.
The following is a DFT calculation (ωB97M-V/def2-TZVPD) of C35H43N9STi as an isolated structure.

Its multiplicity is 3. Its relative energy (zero: lowest compared OMol25 entry of this formula, charge and spin) is 0.0 kJ/mol. The LUMO energy (spin up / spin down) is 0.285 / 0.284 eV. Its max |F| is 0.4 eV Å⁻¹. Its highest occupied orbital energy (spin up / spin down) is -5.9 / -6.8 eV. The HOMO-LUMO gap (spin up / spin down) is 6.2 / 7.0 eV.

The geometry in XYZ format:
```
89
Properties=species:S:1:pos:R:3:mulliken_charge:R:1
Ti -0.389 0.118 0.195 0.11
C 2.343 -2.079 4.002 -1.76
C 2.514 -1.649 2.571 0.70
C 2.503 -2.592 1.539 -0.86
C 2.621 -2.210 0.211 0.95
C 2.645 -3.222 -0.902 -1.74
C 2.763 -0.852 -0.081 0.11
C 2.858 0.102 0.929 0.04
C 3.232 1.525 0.620 -1.15
C 2.707 -0.315 2.255 -0.54
H 3.281 -2.466 4.409 0.34
H 1.596 -2.870 4.089 0.36
H 2.024 -1.242 4.622 0.37
H 2.411 -3.646 1.784 0.56
H 2.503 -4.235 -0.521 0.31
H 3.605 -3.196 -1.422 0.46
H 1.871 -3.019 -1.645 0.18
H 2.896 -0.540 -1.112 0.49
H 4.312 1.643 0.745 0.55
H 2.745 2.215 1.307 0.08
H 2.989 1.791 -0.409 0.01
H 2.737 0.428 3.043 0.73
C 4.293 2.331 -4.760 -1.62
C 3.091 2.242 -3.859 0.34
C 2.545 3.361 -3.238 -1.25
C 1.508 3.262 -2.334 -0.87
C 0.930 2.027 -1.963 0.33
N 0.017 1.845 -0.967 0.50
C -0.448 2.947 -0.227 0.61
C 0.366 3.917 0.369 0.52
C -0.154 4.920 1.164 -1.40
C -1.513 5.009 1.438 0.41
C -2.058 6.057 2.367 -1.66
C -2.336 4.036 0.891 -0.34
C -1.815 3.043 0.076 -0.77
N -2.726 2.063 -0.424 -0.03
C -3.929 2.277 -0.986 -0.11
C -4.480 1.047 -1.273 -1.59
C -3.515 0.128 -0.845 -0.61
N -2.465 0.748 -0.320 0.83
C 1.367 0.934 -2.756 0.18
C 2.458 1.036 -3.615 -0.22
N 0.657 -0.309 -2.803 -0.06
C 0.572 -1.113 -3.888 -0.05
C -0.203 -2.200 -3.549 -1.55
C -0.569 -1.962 -2.225 -0.98
N -0.041 -0.825 -1.777 1.31
H 4.579 3.370 -4.921 0.38
H 4.099 1.884 -5.737 0.34
H 5.153 1.815 -4.329 0.32
H 2.958 4.341 -3.451 0.33
H 1.129 4.164 -1.879 0.62
H 1.437 3.851 0.240 0.50
H 0.528 5.625 1.624 0.34
H -1.453 6.963 2.334 0.40
H -2.058 5.699 3.399 0.28
H -3.083 6.324 2.108 0.39
H -3.394 4.021 1.125 0.50
H -4.285 3.279 -1.153 0.50
H -5.427 0.848 -1.740 0.45
H -3.523 -0.949 -0.896 0.60
H 2.814 0.135 -4.102 0.61
H 1.022 -0.822 -4.819 0.60
H -0.485 -3.024 -4.180 0.48
H -1.205 -2.534 -1.571 0.56
C -2.258 -5.062 1.961 -1.24
N -1.620 -4.178 0.994 0.15
C -0.379 -4.699 0.460 -0.95
C -1.775 -2.812 1.119 0.00
N -0.805 -1.964 0.972 0.44
N -3.057 -2.394 1.354 0.67
C -4.218 -3.106 0.864 -1.31
C -3.338 -1.264 2.220 -0.91
H -1.497 -5.537 2.587 0.39
H -2.834 -5.846 1.465 0.31
H -2.920 -4.498 2.611 0.41
H -0.555 -5.710 0.090 0.43
H 0.416 -4.746 1.213 0.34
H -0.033 -4.084 -0.369 0.13
H 0.100 -2.420 1.065 -0.56
H -3.923 -3.852 0.131 0.39
H -4.900 -2.394 0.391 0.42
H -4.771 -3.604 1.668 0.34
H -2.413 -0.802 2.542 0.04
H -3.888 -1.606 3.104 0.36
H -3.941 -0.514 1.705 0.29
S -0.605 0.893 2.676 -0.55
C 0.620 1.980 3.056 0.79
N 1.469 2.712 3.349 -0.77
```

***

6.
The following is a DFT calculation (ωB97M-V/def2-TZVPD) of C4H7NO2 as an isolated structure.

Its multiplicity is 1. Its relative energy (zero: lowest compared OMol25 entry of this formula, charge and spin) is 540.3 kJ/mol. The LUMO energy is 0.060 eV. Its max |F| is 0.7 eV Å⁻¹. Its highest occupied orbital energy is -8.8 eV. The HOMO-LUMO gap is 8.9 eV.

The geometry in XYZ format:
```
14
Properties=species:S:1:pos:R:3:mulliken_charge:R:1
C 1.026 0.703 -0.142 -1.34
C 0.033 -0.645 1.072 0.69
N 0.737 -1.228 1.877 -0.61
O -1.185 -0.178 1.067 -0.31
C -1.506 0.298 -0.241 -0.34
C -0.339 -0.251 -1.078 0.03
O -0.085 -1.478 -0.904 -0.61
H 1.000 1.372 0.726 0.41
H 1.954 0.131 -0.172 0.35
H 1.035 1.380 -1.011 0.44
H 1.687 -1.494 1.669 0.28
H -2.451 -0.165 -0.539 0.30
H -1.591 1.387 -0.218 0.29
H -0.314 0.167 -2.104 0.45
```